Record 1
The following is a DFT calculation (the ωB97M-V functional and the def2-TZVPD basis) of Br2H2NOP in the gas phase in a non-equilibrium geometry.

## Properties
Gap between HOMO and LUMO (eV): 10.27
Relative energy (zero: lowest compared OMol25 entry of this formula, charge and spin) (eV): 0.769
SMILES: NP(=O)(Br)Br
HOMO (eV): -10.5
LUMO energy (eV): -0.25

XYZ file:
```
7
Br2H2NOP (the ωB97M-V functional and the def2-TZVPD basis)
N 1.060 -0.013 -0.283
O -0.609 0.141 1.957
P -0.458 0.234 0.370
Br -1.406 1.981 -0.447
Br -1.603 -1.451 -0.615
H 1.765 -0.531 0.282
H 1.251 -0.361 -1.263
```



Record 2
The following is a DFT calculation (the ωB97M-V functional and the def2-TZVPD basis) of Br2H2NP in the gas phase in a non-equilibrium geometry.

## Properties
Gap between HOMO and LUMO (eV): 8.76
Relative energy (zero: lowest compared OMol25 entry of this formula, charge and spin) (eV): 0.228
SMILES: NP(Br)Br
HOMO (eV): -9.8
LUMO energy (eV): -1.07

XYZ file:
```
6
Br2H2NP (the ωB97M-V functional and the def2-TZVPD basis)
N -0.445 -0.109 -0.183
P -1.890 0.253 -0.938
Br -2.469 2.281 -0.061
Br -3.371 -1.477 0.317
H 0.257 -0.100 -0.877
H -0.311 0.138 0.724
```



Record 3
The following is a DFT calculation (the ωB97M-V functional and the def2-TZVPD basis) of Br2HN in the gas phase in a non-equilibrium geometry.

## Properties
Gap between HOMO and LUMO (eV): 8.11
Relative energy (zero: lowest compared OMol25 entry of this formula, charge and spin) (eV): 3.144
HOMO (eV): -8.8
LUMO energy (eV): -0.70

XYZ file:
```
4
Br2HN (the ωB97M-V functional and the def2-TZVPD basis)
N 0.775 0.372 -0.798
Br -1.071 0.244 -0.579
Br 1.774 0.329 1.013
H -1.479 -0.946 0.364
```



Record 4
The following is a DFT calculation (the ωB97M-V functional and the def2-TZVPD basis) of Br2HO3PS in the gas phase in a non-equilibrium geometry.

## Properties
Gap between HOMO and LUMO (alpha / beta) (eV): 7.98 / 7.54
Relative energy (zero: lowest compared OMol25 entry of this formula, charge and spin) (eV): 0.000
SMILES: O=[P@](O)(Br)SOBr
HOMO (alpha / beta) (eV): -10.4 / -10.2
LUMO energy (alpha / beta) (eV): -2.43 / -2.66

XYZ file:
```
8
Br2HO3PS (the ωB97M-V functional and the def2-TZVPD basis)
O 0.360 0.322 -0.272
O -0.420 0.435 2.205
O 3.245 1.517 0.616
P 0.692 0.391 1.311
S 1.971 2.117 1.173
Br 2.083 -1.311 1.663
Br 3.446 1.173 -1.527
H 0.397 -0.505 -0.827
```



Record 5
The following is a DFT calculation (the ωB97M-V functional and the def2-TZVPD basis) of Br3H3Si2 as an isolated structure in a non-equilibrium geometry.

## Properties
Gap between HOMO and LUMO (eV): 10.10
Relative energy (zero: lowest compared OMol25 entry of this formula, charge and spin) (eV): 0.740
HOMO (eV): -10.2
LUMO energy (eV): -0.07

XYZ file:
```
8
Br3H3Si2 (the ωB97M-V functional and the def2-TZVPD basis)
Si -1.046 0.079 0.569
Si 0.990 0.034 -0.528
Br -2.096 -1.840 0.219
Br 2.176 -1.797 -0.053
Br 2.227 1.772 0.141
H -2.113 1.327 -0.374
H -1.111 0.326 2.002
H 0.973 0.100 -1.978
```



Record 6
The following is a DFT calculation (the ωB97M-V functional and the def2-TZVPD basis) of Br3O3P as an isolated structure in a non-equilibrium geometry.

## Properties
Gap between HOMO and LUMO (eV): 8.50
Relative energy (zero: lowest compared OMol25 entry of this formula, charge and spin) (eV): 0.011
HOMO (eV): -10.8
LUMO energy (eV): -2.30

XYZ file:
```
7
Br3O3P (the ωB97M-V functional and the def2-TZVPD basis)
O -0.061 0.270 -1.463
O 1.282 0.107 0.841
O -0.948 0.728 0.857
P -0.041 -0.096 -0.069
Br 2.814 -0.211 -0.098
Br -2.417 1.520 -0.049
Br -0.629 -2.319 -0.019
```



Record 7
The following is a DFT calculation (the ωB97M-V functional and the def2-TZVPD basis) of Br4O2V2 as an isolated structure in a non-equilibrium geometry.

## Properties
⟨S²⟩: 2.100
Gap between HOMO and LUMO (alpha / beta) (eV): 7.01 / 7.96
HOMO (alpha / beta) (eV): -10.2 / -10.5
Multiplicity: 3
LUMO energy (alpha / beta) (eV): -3.21 / -2.58

XYZ file:
```
8
Br4O2V2 (the ωB97M-V functional and the def2-TZVPD basis)
O -0.005 0.023 -1.448
V 1.691 0.224 -1.323
O -3.118 -0.193 0.260
V -1.707 -0.499 0.808
Br 3.266 -0.596 0.209
Br 1.538 2.559 -2.129
Br -1.272 -2.504 1.811
Br -0.392 0.986 1.811
```



Record 8
The following is a DFT calculation (the ωB97M-V functional and the def2-TZVPD basis) of BrCl3P2 in the gas phase in a non-equilibrium geometry.

## Properties
Gap between HOMO and LUMO (eV): 8.54
Relative energy (zero: lowest compared OMol25 entry of this formula, charge and spin) (eV): 0.633
SMILES: ClP(Cl)#P(Cl)Br
HOMO (eV): -9.6
LUMO energy (eV): -1.08

XYZ file:
```
6
BrCl3P2 (the ωB97M-V functional and the def2-TZVPD basis)
P 0.537 0.672 -0.875
P -0.829 -0.520 0.612
Cl 2.012 -0.463 0.158
Cl 0.699 2.443 0.205
Cl -0.953 -2.343 -0.112
Br -3.042 0.562 -0.144
```



Record 9
The following is a DFT calculation (the ωB97M-V functional and the def2-TZVPD basis) of BrClFNO as an isolated structure in a non-equilibrium geometry.

## Properties
Gap between HOMO and LUMO (alpha / beta) (eV): 9.50 / 7.53
Relative energy (zero: lowest compared OMol25 entry of this formula, charge and spin) (eV): 4.238
HOMO (alpha / beta) (eV): -10.8 / -10.0
LUMO energy (alpha / beta) (eV): -1.34 / -2.51

XYZ file:
```
5
BrClFNO (the ωB97M-V functional and the def2-TZVPD basis)
N 1.008 0.489 0.454
O -0.844 -1.175 -0.577
F 0.322 1.093 1.520
Cl -1.142 -0.677 -2.054
Br 0.662 1.324 -1.031
```



Record 10
The following is a DFT calculation (the ωB97M-V functional and the def2-TZVPD basis) of a 2-piece molecular cluster, BrClFP overall in a non-equilibrium geometry.

## Properties
Gap between HOMO and LUMO (alpha / beta) (eV): 7.50 / 7.50
Relative energy (zero: lowest compared OMol25 entry of this formula, charge and spin) (eV): 2.097
HOMO (alpha / beta) (eV): -10.0 / -10.0
LUMO energy (alpha / beta) (eV): -2.51 / -2.51

XYZ file:
```
4
BrClFP (the ωB97M-V functional and the def2-TZVPD basis)
F 0.393 -1.507 -0.494
P 0.122 -0.610 0.693
Cl 1.260 1.953 -0.058
Br -1.775 0.165 -0.141
```



Record 11
The following is a DFT calculation (the ωB97M-V functional and the def2-TZVPD basis) of BrClHIN2 as an isolated structure in a non-equilibrium geometry.

## Properties
Gap between HOMO and LUMO (eV): 9.87
Relative energy (zero: lowest compared OMol25 entry of this formula, charge and spin) (eV): 0.378
HOMO (eV): -10.0
LUMO energy (eV): -0.15

XYZ file:
```
6
BrClHIN2 (the ωB97M-V functional and the def2-TZVPD basis)
N -0.813 -1.625 0.816
N -0.611 -0.737 -0.005
Cl -1.339 -0.991 2.303
Br -0.020 -1.313 -1.610
I 2.058 2.009 -0.504
H 0.724 2.658 -1.000
```



Record 12
The following is a DFT calculation (the ωB97M-V functional and the def2-TZVPD basis) of an isolated ion of composition BrClO3P and charge -1 in a non-equilibrium geometry.

## Properties
Gap between HOMO and LUMO (eV): 9.01
Relative energy (zero: lowest compared OMol25 entry of this formula, charge and spin) (eV): 0.572
HOMO (eV): -6.0
Total charge: -1
LUMO energy (eV): 3.05

XYZ file:
```
6
BrClO3P (the ωB97M-V functional and the def2-TZVPD basis)
O 1.110 -1.136 1.075
O 0.258 -0.990 -1.383
O -1.052 -0.162 0.707
P 0.372 -0.494 0.045
Cl 1.341 1.813 -0.291
Br -2.028 0.969 -0.153
```



Record 13
The following is a DFT calculation (the ωB97M-V functional and the def2-TZVPD basis) of a 2-piece molecular cluster, BrClS overall in a non-equilibrium geometry.

## Properties
Gap between HOMO and LUMO (alpha / beta) (eV): 4.60 / 4.59
Relative energy (zero: lowest compared OMol25 entry of this formula, charge and spin) (eV): 0.883
HOMO (alpha / beta) (eV): -9.2 / -9.2
LUMO energy (alpha / beta) (eV): -4.62 / -4.63

XYZ file:
```
3
BrClS (the ωB97M-V functional and the def2-TZVPD basis)
S -0.088 -1.443 0.063
Cl -0.600 -0.270 1.541
Br 0.689 1.712 -1.604
```



Record 14
The following is a DFT calculation (the ωB97M-V functional and the def2-TZVPD basis) of BrCuNa as an isolated structure.

## Properties
⟨S²⟩: 0.753
Gap between HOMO and LUMO (alpha / beta) (eV): 10.55 / 6.95
HOMO (alpha / beta) (eV): -20.9 / -20.8
Total charge: +2
Multiplicity: 2
LUMO energy (alpha / beta) (eV): -10.32 / -13.81

XYZ file:
```
3
BrCuNa (the ωB97M-V functional and the def2-TZVPD basis)
Na -1.848 1.454 0.144
Cu 0.923 -2.030 -0.460
Br 0.925 0.576 0.316
```



Record 15
The following is a DFT calculation (the ωB97M-V functional and the def2-TZVPD basis) of BrFHOP in the gas phase in a non-equilibrium geometry.

## Properties
Gap between HOMO and LUMO (alpha / beta) (eV): 6.83 / 9.03
Relative energy (zero: lowest compared OMol25 entry of this formula, charge and spin) (eV): 4.560
HOMO (alpha / beta) (eV): -8.7 / -10.5
LUMO energy (alpha / beta) (eV): -1.87 / -1.42

XYZ file:
```
5
BrFHOP (the ωB97M-V functional and the def2-TZVPD basis)
O 0.228 0.933 0.488
F 4.086 -1.305 0.513
P 4.443 0.159 0.106
Br 2.338 0.563 -0.354
H 0.340 0.262 1.180
```



Record 16
The following is a DFT calculation (the ωB97M-V functional and the def2-TZVPD basis) of a 2-piece molecular cluster, BrFS overall.

## Properties
⟨S²⟩: 2.005
Gap between HOMO and LUMO (alpha / beta) (eV): 10.24 / 6.45
Relative energy (zero: lowest compared OMol25 entry of this formula, charge and spin) (eV): 0.164
HOMO (alpha / beta) (eV): -10.2 / -9.8
Multiplicity: 3
LUMO energy (alpha / beta) (eV): 0.07 / -3.33

XYZ file:
```
3
BrFS (the ωB97M-V functional and the def2-TZVPD basis)
F 0.894 0.064 0.664
S 0.256 -0.275 -0.752
Br 3.456 -0.010 1.739
```



Record 17
The following is a DFT calculation (the ωB97M-V functional and the def2-TZVPD basis) of a 6-piece molecular cluster, BrH10O5 overall.

## Properties
⟨S²⟩: 0.752
Gap between HOMO and LUMO (alpha / beta) (eV): 11.78 / 6.18
Relative energy (zero: lowest compared OMol25 entry of this formula, charge and spin) (eV): 0.031
HOMO (alpha / beta) (eV): -11.6 / -11.6
Multiplicity: 2
LUMO energy (alpha / beta) (eV): 0.15 / -5.41

XYZ file:
```
16
BrH10O5 (the ωB97M-V functional and the def2-TZVPD basis)
Br 1.664 -26.057 -1.074
O 0.717 -25.736 2.034
H 0.583 -25.835 1.091
H 0.750 -26.633 2.367
O 5.163 -25.305 -1.858
H 4.395 -25.333 -1.287
H 5.306 -26.217 -2.111
O 3.562 -24.802 1.298
H 2.835 -25.242 0.856
H 3.144 -24.263 1.969
O 2.211 -26.266 -4.550
H 1.402 -26.264 -4.038
H 2.905 -26.144 -3.902
O -1.657 -27.325 -1.863
H -1.532 -27.492 -2.797
H -0.863 -26.865 -1.592
```